# 1
The following is a quantum chemistry calculation of C27H50IrOP2 as an isolated structure, from OMol25.

Summary:
- LUMO (alpha / beta) (eV) = -5.588 / -8.498
- expectation value of S² = 8.780
- HOMO level (alpha / beta) (eV) = -12.65 / -13.01
- orbital gap (alpha / beta) (eV) = 7.059 / 4.517

The geometry in ORCA input format:
```
! RIJCOSX wB97M-V def2-TZVPD def2/J DEFGRID3
* xyz 2 6
H 4.86457 1.21918 -0.25233
H -3.79070 2.64752 0.14695
C 0.72256 -2.04572 2.32077
C 1.77453 -2.30282 1.24392
H 0.21947 -4.10681 2.82940
H 3.35594 1.09633 -1.18315
H -1.86042 -0.63830 0.58106
C 3.10147 1.16496 0.92805
C -3.39356 2.24216 -0.79318
H 2.01272 2.17408 5.08243
H 0.92411 -1.05925 -4.49446
H -4.92396 1.00017 1.05854
H -1.83947 -2.27309 -4.67208
C -0.69013 0.50299 -0.70450
C 0.93479 3.47247 2.89886
C 3.86038 0.76582 -0.26936
H -0.14640 3.44693 2.87288
H 2.56131 4.04552 0.25843
C 0.39756 -2.04568 -2.77431
H -4.33927 -1.19147 -2.08458
H -0.87288 -2.42830 0.11718
C -3.84328 -0.21476 -2.20922
H -3.49703 -1.61524 -4.83801
C 1.37372 -1.92264 3.70023
H 2.38394 -3.18574 1.45949
H -2.38580 -2.68108 -0.70457
H 1.24847 3.63191 3.93916
H 0.63152 -1.55377 4.41510
H 1.60325 0.85241 -3.04709
H -4.33119 -0.66065 1.29463
C -4.62978 0.07862 0.54540
H 1.75399 -2.88857 4.05378
C -0.61048 -2.73875 -1.92356
C 4.48918 -0.10544 2.68057
P -2.25030 -0.38716 -3.14047
C 0.45187 -0.90130 -3.49872
H 4.90231 0.19216 3.65640
H -1.09265 -2.91435 3.09279
H 0.43189 1.97665 -1.58258
H 1.28434 4.31933 2.28335
H -3.10469 -2.68880 -3.47174
C -0.26978 -3.21270 2.43128
C -2.71057 -1.89453 -4.12059
H -2.43829 2.73276 -1.00378
H 4.13328 -1.14581 2.77924
C 1.83328 3.25730 0.00522
Ir 0.37044 0.93091 1.24752
C -1.43931 -2.11755 -0.78579
H -4.53176 0.46204 -2.73081
C 1.52404 2.20379 2.37941
H 0.21682 1.11700 -4.05633
H -0.70304 -3.48926 1.46770
C -1.73867 -0.60690 -0.53104
H 2.45928 -1.45019 1.16937
H 5.31477 -0.10349 1.96027
H 1.16568 -2.77294 -3.07037
C -0.23637 1.20188 -1.97087
H 3.99495 -0.32483 -0.33536
H 1.87639 0.42469 4.91690
H 3.47777 1.17238 5.03114
H -0.03253 -3.55242 -1.44483
O -0.04772 -0.84978 2.01912
C 2.49190 1.43480 3.13054
C 3.39634 0.81934 2.25348
H 1.97454 2.96449 -1.04357
H -1.05111 1.38430 -0.01908
H -1.30401 -3.29271 -2.57523
C 2.47138 1.30108 4.60257
H -4.10713 2.49999 -1.59046
H -3.57583 0.53698 -4.94385
C 1.95170 2.07591 0.91141
H -2.72122 1.86535 -4.09727
H 0.82877 3.68416 0.11806
H -1.08822 1.79412 -2.36857
H -1.82470 0.80933 -5.24811
H 1.30840 -2.45650 0.26774
C -2.61904 0.84105 -4.48406
C 0.54396 0.57148 -3.16059
P -3.29996 0.43823 -0.60213
H 2.22776 -1.24124 3.67788
H -5.50415 -0.29202 -0.00162
*
```

---

# 2
The following is a quantum chemistry calculation of a 14-piece molecular cluster, C27H51Cl27I2O4 overall, from OMol25.

Summary:
- LUMO (eV) = 0.079
- HOMO level (eV) = -8.98
- orbital gap (eV) = 9.063

The geometry in ORCA input format:
```
! RIJCOSX wB97M-V def2-TZVPD def2/J DEFGRID3
* xyz 0 1
C -1.62410 0.27991 -1.50965
Cl 8.16560 -0.56423 9.18550
H 3.38282 1.47189 -1.65545
C 2.77276 1.16621 7.88880
C 9.11817 1.90519 -0.71533
H 0.93047 -1.74852 0.57452
C -10.17933 -6.68000 -11.06204
Cl 5.69602 -1.67597 8.10011
C 7.34567 -1.15731 7.73654
H 2.40215 0.28411 -0.16662
C -4.06988 -0.62224 -0.84966
H -6.77802 -5.12570 -2.10666
H -5.97682 -1.17896 0.13001
Cl 1.46438 2.14177 7.21187
Cl -7.76228 0.81641 1.79700
H 2.43473 2.31183 4.43243
I -1.86066 -0.92349 1.34777
H -7.58317 3.14580 2.11070
Cl 3.54031 1.28686 2.61795
C -7.36095 -5.28214 -3.01221
Cl -9.35390 -5.55892 -7.45185
C 2.65107 -0.76663 -0.53789
Cl -0.16526 2.31499 1.06268
C -4.34018 1.68049 5.79510
Cl 9.53469 3.50213 -0.08314
H -2.69293 1.64976 0.01251
C -4.87513 -1.11904 0.44342
H -6.34143 2.24689 3.02236
H 0.00068 2.69500 -1.42859
Cl -7.26442 -6.98712 -3.46981
H -4.83932 -0.37727 1.29801
H -4.70369 0.66666 5.94919
O 3.15789 -0.62167 -1.88478
H -8.40235 -5.02376 -2.82994
C 0.85224 -5.59159 0.75435
I -4.89763 -1.81270 -2.52353
Cl -5.70611 2.62390 0.78098
H -2.29527 -1.90100 -1.15726
H -1.03062 3.06994 10.30614
H 5.87045 1.44451 -1.15621
C 0.28397 -1.12847 -1.53673
C 7.07403 2.80298 -5.52348
C 2.61261 1.28369 4.12501
C -0.96622 0.74089 -5.13880
Cl 0.69548 4.47764 9.53157
C 5.31711 0.44080 -1.04659
Cl 0.91001 1.77205 10.62895
O -0.20071 0.17587 -1.33641
H -2.32069 4.26677 0.04707
C 3.99960 0.56320 -1.95889
C -9.67087 -5.77351 -5.72593
H -4.04634 2.11611 6.74774
C -1.37633 4.18613 -0.56976
H -0.59339 4.95158 -0.28529
H 8.50384 1.38404 0.01667
H -2.67372 2.28007 -1.69113
H 0.18154 -5.99025 1.51259
H -3.09966 0.82884 -3.19094
C -2.48690 -0.83966 -0.77542
Cl 8.21857 2.03031 -2.23225
Cl -10.08193 -8.38573 -11.51520
C -2.07682 0.33817 -3.06421
H 6.88084 3.83396 -5.23457
H -0.01912 3.68775 11.63429
H 6.01248 -0.37818 -1.41630
Cl -11.23835 -6.54412 -5.45305
Cl -0.08636 -4.62995 -0.39340
H 4.33427 0.66202 -3.03861
C 1.35107 -1.68344 -0.47287
C 12.49532 6.29167 0.73184
Cl 10.73806 6.28510 0.54443
Cl 1.05627 0.46920 3.91610
H -1.59677 1.48706 -5.72462
C -2.03389 1.73585 -0.91082
H -2.16104 -0.72362 -3.45510
H 7.90144 -2.00306 7.33746
C -6.87479 2.32032 2.07416
H 12.87287 5.28718 0.55169
H 1.33263 -6.40857 0.22012
H -9.66762 -4.79819 -5.24314
H 2.41421 0.14962 8.03844
Cl -6.72651 -4.23898 -4.28978
H 5.07351 0.31261 0.06038
Cl 5.53173 1.95745 -5.70060
H 12.92444 6.98259 0.00936
H 0.12885 0.82633 -5.41970
H -1.31034 -0.31783 -5.36539
H 7.30948 -0.35779 6.99911
Cl 7.98697 2.79201 -7.03693
H -4.39845 0.43768 -1.06285
C -0.01216 3.28061 10.62555
H 3.07494 1.59503 8.84132
H 3.18685 0.76180 4.89334
Cl 4.17437 1.12623 6.80884
H -4.58361 -2.17354 0.73601
Cl -5.63928 2.65791 5.09606
O -1.06942 1.10762 -3.74321
H 1.67446 -2.72835 -0.79561
Cl 12.96538 6.79781 2.35875
H 3.45308 -1.26716 0.08675
H -9.59822 -6.52169 -10.15510
C -0.78797 2.68150 -0.62182
H 7.66193 2.30765 -4.75298
H 10.03410 1.34593 -0.89370
O -0.02938 -1.89168 -2.45633
Cl -2.93333 1.63089 4.72895
H -1.66750 4.42379 -1.65533
H -8.88985 -6.40044 -5.29878
H -11.22059 -6.42081 -10.88294
Cl 2.09591 -4.61458 1.54627
Cl -9.54079 -5.64070 -12.34159
*
```

---

| no. | calculated total energy (eV) | maximum force (eV Å⁻¹) |
| --- | --- | --- |
| 1 | -52249.7282 | 4.186 |
| 2 | -391319.8779 | 3.237 |